No. 1
2 unconnected molecules or ions with the total composition C10H15NO2 in a non-equilibrium geometry, computed with ωB97M-V/def2-TZVPD.

Atoms and positions in Å:
O (2.98, -2.10, 1.54)
O (-0.39, 0.10, -2.33)
N (-1.74, 2.03, -2.27)
C (0.40, 1.94, -1.10)
C (1.65, 2.37, -1.88)
C (-0.47, -2.52, 0.96)
C (-2.51, -0.88, 1.24)
C (-0.13, -0.35, 1.78)
C (0.86, -2.89, 1.04)
C (1.68, -1.89, 1.42)
C (-0.62, 1.25, -2.03)
C (1.26, -0.64, 1.76)
C (-1.06, -1.32, 1.48)
H (-0.20, 0.78, 2.08)
H (-1.68, 2.92, -1.94)
H (-2.47, 1.76, -3.03)
H (1.22, 2.30, -2.91)
H (-2.57, 0.25, 1.33)
H (1.81, 3.32, -1.52)
H (-1.12, -3.08, 0.34)
H (3.21, -2.98, 1.14)
H (1.92, 0.16, 2.22)
H (0.54, 1.25, -0.26)
H (1.18, -3.90, 0.84)
H (-3.04, -1.28, 0.35)
H (2.43, 1.73, -1.74)
H (-3.12, -1.27, 2.04)
H (-0.01, 2.91, -0.54)

Properties
ΔE to the lowest compared entry with this formula, charge and spin ... 55.2 kcal per mole
SMILES ... Cc1ccc(O)cc1.CCC(N)=O
Net charge ... 0
E ... -16196.698 eV

Atomic partial charges in e from the Löwdin method, atoms 1 to 6:
1 O 0.061
2 O 0.062
3 N 0.151
4 C -0.182
5 C -0.064
6 C -0.031

***

No. 2
3 unconnected molecules or ions with the total composition C10H17BBrCl4N2O5P in a non-equilibrium geometry, computed with ωB97M-V/def2-TZVPD.

Atoms and positions in Å:
Br (1.52, -3.30, 2.17)
Cl (-3.89, 1.15, 2.55)
Cl (1.15, 5.75, 3.26)
Cl (-4.73, 0.61, -0.71)
Cl (-0.58, 4.95, 0.43)
P (3.18, -2.53, 0.86)
O (-1.81, -1.03, -0.54)
O (3.74, 0.92, -2.28)
O (4.21, -0.10, -1.42)
O (3.91, -1.33, 1.80)
O (-2.15, -2.24, -2.61)
N (2.24, -4.08, -2.81)
N (1.50, 0.78, 0.43)
C (-5.39, 0.40, 1.94)
C (0.51, 4.15, 2.81)
C (1.18, -2.26, -1.19)
C (-5.15, -0.41, 0.69)
C (1.99, -0.18, 0.05)
C (0.57, 3.91, 1.32)
C (1.69, -3.40, -2.06)
C (0.28, -1.35, -2.09)
C (2.39, -1.52, -0.55)
C (3.46, -1.27, -1.69)
B (-1.29, -1.55, -1.73)
H (0.37, -1.63, -3.16)
H (-5.77, -0.24, 2.73)
H (0.53, -2.69, -0.41)
H (1.12, 3.41, 3.32)
H (4.10, -2.17, -1.74)
H (0.50, -0.28, -2.02)
H (2.95, -1.12, -2.66)
H (-1.98, -0.08, -0.64)
H (-6.05, -0.96, 0.43)
H (3.55, 1.68, -1.71)
H (-0.51, 4.08, 3.19)
H (-2.39, -1.63, -3.31)
H (1.57, 4.09, 0.93)
H (-4.34, -1.13, 0.83)
H (0.30, 2.88, 1.10)
H (3.63, -1.48, 2.71)
H (-6.11, 1.20, 1.76)

Properties
SMILES ... N#C[C@H](CB(O)O)[C@](C#N)(COO)P(O)Br.ClCCCl.ClCCCl
Net charge ... 0
E ... -153960.150 eV

Atomic partial charges in e from the Löwdin method, atoms 1 to 6:
1 Br 0.305
2 Cl 0.537
3 Cl 0.529
4 Cl 0.569
5 Cl 0.527
6 P 0.643

***

No. 3
2 unconnected molecules or ions with the total composition HN3O5 in a non-equilibrium geometry, computed with ωB97M-V/def2-TZVPD.

Atoms and positions in Å:
O (-1.86, -0.79, 0.57)
O (-1.61, 1.16, -0.37)
O (0.73, -1.60, 1.64)
O (2.18, -0.30, 0.62)
O (-0.08, 0.65, -2.05)
N (0.12, 0.15, 0.51)
N (-1.23, 0.16, 0.22)
N (1.05, -0.67, 0.95)
H (0.72, 1.25, -2.10)

Properties
ΔE to the lowest compared entry with this formula, charge and spin ... 90.2 kcal per mole
Net charge ... 0
E ... -14710.886 eV

Atomic partial charges in e from the Löwdin method, atoms 1 to 6:
1 O 0.168
2 O 0.088
3 O 0.160
4 O 0.113
5 O 0.012
6 N 0.256

***

Question: Look up the E of the third one.
Answer: -14710.886 eV

***

Question: What is the net charge in the second record?
Answer: 0